DFT (ωB97M-V/def2-TZVPD) results for a structure of composition C17H37AsF6N3O5 in a non-equilibrium geometry.

Geometry (Å):
As -2.16 0.89 2.15
F -2.83 -0.04 3.48
F -3.64 1.93 2.21
F -1.62 1.77 0.63
F -0.59 -0.03 2.20
F -2.95 -0.30 0.97
F -1.47 2.00 3.27
C -1.59 -4.59 0.56
O -1.78 -5.66 -0.04
N -0.65 -4.36 1.50
C -0.64 -3.05 2.12
C 0.03 -5.38 2.23
H -2.15 -3.65 0.37
H -0.99 -2.26 1.45
H 0.37 -2.73 2.34
H -1.32 -3.00 2.97
H -0.23 -5.52 3.27
H -0.19 -6.32 1.73
H 1.10 -5.19 2.28
C 1.79 -1.31 4.44
O 2.28 -2.43 4.69
N 2.49 -0.18 4.64
C 2.26 1.08 3.94
C 3.84 -0.08 5.27
H 0.84 -1.09 3.92
H 2.27 1.83 4.74
H 1.24 1.11 3.54
H 3.08 1.34 3.28
H 3.84 -0.71 6.17
H 4.64 -0.51 4.67
H 4.13 0.93 5.56
C -1.19 4.74 -4.21
O -1.42 5.81 -3.62
N -0.65 3.55 -3.72
C -0.25 2.53 -4.66
C -0.32 3.28 -2.33
H -1.27 4.71 -5.31
H 0.83 2.36 -4.68
H -0.78 2.61 -5.61
H -0.52 1.55 -4.26
H 0.77 3.29 -2.35
H -0.66 4.02 -1.61
H -0.55 2.23 -2.13
C -2.44 -0.48 -2.83
C -1.99 -1.38 -3.96
C -2.49 -2.78 -3.74
O -3.61 -2.49 -2.92
C -3.38 -1.45 -2.05
H -2.91 0.44 -3.18
H -1.66 -0.13 -2.16
H -0.92 -1.37 -4.18
H -2.46 -0.98 -4.86
H -1.93 -3.44 -3.09
H -2.68 -3.20 -4.73
H -2.84 -1.71 -1.14
H -4.35 -1.04 -1.78
C 2.95 2.74 -0.15
C 1.65 2.18 0.39
C 1.63 0.83 -0.24
O 2.25 0.97 -1.54
C 2.99 2.18 -1.58
H 3.80 2.29 0.36
H 3.04 3.76 0.23
H 0.82 2.65 -0.13
H 1.61 2.16 1.48
H 0.65 0.35 -0.35
H 2.25 0.15 0.33
H 2.59 2.73 -2.44
H 4.00 1.85 -1.79

Net charge ... -1
HOMO ... -6.9 eV
HOMO-LUMO gap ... 9.35 eV